Below is a cluster of 17 separate species, H35O17 in total in a non-equilibrium geometry, with properties calculated with ωB97M-V/def2-TZVPD.

Output
* expectation value of S²: 0.758
* electronic energy: -35352.3846 eV
* M: 307.3 g mol⁻¹
* ΔE to the lowest compared entry with this formula, charge and spin: 3.905 eV

Geometry as ORCA input:
```
! wB97M-V def2-TZVPD RIJCOSX def2/J DEFGRID3
* xyz 2 2
O -4.924 -0.170 -0.360
H -5.410 0.534 0.009
H -5.094 -0.891 0.033
O -0.325 4.428 2.007
H -0.780 5.151 1.773
H -0.096 4.619 2.964
O 3.839 0.082 -0.083
H 3.576 0.857 -0.509
H 4.264 0.400 0.706
O -1.494 -2.805 -1.496
H -1.884 -3.354 -2.107
H -1.941 -1.920 -1.328
O -0.922 -2.842 1.669
H -0.476 -3.207 0.829
O 2.036 1.125 1.844
H 1.666 1.527 2.582
H 2.173 1.727 1.195
O -2.708 2.693 1.242
H -3.241 3.259 0.679
H -1.980 3.031 1.490
O 0.085 -0.858 -2.517
H -0.910 -0.459 -2.430
H 0.437 -1.203 -3.342
O 1.173 0.460 -0.450
H 0.385 -2.388 -0.501
H 0.934 -0.428 -0.315
O 2.655 2.515 -0.990
H 1.757 2.822 -0.944
H 2.477 1.769 -1.523
O -2.376 -0.373 -1.693
H -2.970 -0.312 -0.865
H -2.837 0.161 -2.411
O 0.426 -0.976 2.534
H 0.411 -0.317 1.786
H -0.217 -1.589 2.294
O -4.033 -0.598 1.787
H -4.806 -0.470 2.189
H -3.448 0.139 2.081
O 4.131 -2.400 -0.179
H 3.308 -2.088 1.083
H 4.579 -1.496 -0.459
O -0.057 2.719 -3.365
H -0.933 2.424 -3.089
H -0.271 2.785 -4.385
O 1.297 -2.457 -0.380
H 1.638 -2.945 -1.111
H 3.736 -2.863 -0.948
O 2.904 -1.252 1.734
H 2.097 -1.517 2.387
H 2.571 -0.865 0.865
H -1.871 -2.614 1.410
H 1.448 0.430 -1.390
*
```

Here are the Mulliken charges for atoms 1 to 8, given in e: atom 1 (O): -0.5665, atom 2 (H): 0.3030, atom 3 (H): 0.2466, atom 4 (O): -0.6042, atom 5 (H): 0.2720, atom 6 (H): 0.3345, atom 7 (O): -0.6463, atom 8 (H): 0.2371